C3H2N4S | ωB97M-V/def2-TZVPD

- LUMO energy: -0.008 Ha
- Kohn-Sham gap: 9.109 eV
- Energy: -732.645903 Eh
- Molecular weight: 126.14 u
- Strongest force on any atom: 4.30 eV/A

Each line ends with the Mulliken charge.
Element x y z (Å)
N -2.37848 1.69073 -0.81740  -0.4081
C -1.30440 1.20986 -0.83425  0.1532
C -0.05442 0.46724 -0.69275  0.2316
N 0.97743 0.61737 -1.50894  -0.2266
N 2.09380 0.09544 -0.95828  -0.5270
N 1.65449 -0.45318 0.27122  0.1940
C 0.35464 -0.38615 0.48182  0.4370
S -0.79822 -1.16037 1.50816  -0.2284
H 2.25582 -1.06176 0.70017  0.2065
H 0.11018 -1.77056 2.53413  0.1678

Forces on atoms 1 to 3 (eV/Å):
N 2.98 -1.11 -0.12
C -2.10 -0.11 0.24
C -0.53 -1.02 2.32

C6H30N2O7 | ωB97M-V/def2-TZVPD

- LUMO energy: 0.005 Ha
- Kohn-Sham gap: 8.762 eV
- Energy: -882.741620 Eh
- Molecular weight: 242.31 u
- Strongest force on any atom: 2.56 eV/A

Each line ends with the Mulliken charge.
Element x y z (Å)
C 3.84859 -0.34972 0.69745  -1.2632
C 2.93374 0.68391 1.34854  -0.3934
N 1.52970 0.35619 1.13440  -0.0125
C 0.67939 1.55857 1.19633  -1.6138
C -0.85214 1.23264 0.94557  -0.0466
N -1.54479 2.51740 0.88285  -0.6600
C -0.91934 0.41414 -0.33118  0.3750
C -2.18800 -0.45590 -0.40381  -0.9005
H 4.21240 -0.11590 -0.30020  0.2506
H 4.72920 -0.58750 1.30274  0.3587
H 3.30116 -1.29393 0.75435  0.3664
H 3.19948 1.68169 0.99524  0.3357
H 3.13424 0.74582 2.42756  0.4048
H 1.19672 -0.33920 1.79163  0.1237
H 0.84653 2.27793 0.38493  0.2020
H 0.89340 1.95332 2.18102  0.8971
H -1.08226 0.83658 1.94082  0.3385
H -1.54811 2.87606 -0.06665  0.2173
H -2.51596 2.54664 1.15583  0.2332
H -0.82025 1.09128 -1.18076  0.4173
H -0.03114 -0.21347 -0.34280  0.2607
H -2.86651 -0.27508 -1.24189  0.0262
H -1.82980 -1.45127 -0.61169  0.0134
H -2.81384 -0.36151 0.47678  0.3911
O -2.79855 1.11799 -3.80592  -0.6326
H -3.55712 0.74889 -3.36053  0.2850
H -1.95943 0.65905 -3.65446  0.4513
O 1.86222 -1.04558 -2.20722  -0.5687
H 2.40797 -0.77789 -1.45760  0.1610
H 1.93620 -2.00456 -2.25992  0.3018
O -0.72660 -3.20292 0.79714  -0.7171
H -0.97686 -2.86151 -0.07251  0.2469
H -1.38377 -3.82028 1.13442  0.3175
O -0.94690 -2.23315 3.31325  -0.6414
H -0.72616 -2.42060 2.37700  0.4106
H -1.59131 -1.52056 3.26736  0.2937
O -0.53526 -0.25860 -3.25583  -0.7553
H 0.12747 0.34668 -2.89772  0.3000
H 0.12662 -0.81804 -3.69018  0.3501
O -0.69752 -3.15074 -2.03154  -0.6578
H -0.62044 -2.38601 -2.62312  0.2927
H -1.59515 -3.43556 -2.25175  0.3049
O 0.08452 3.86280 2.87649  -0.7339
H 0.70406 4.36637 2.34704  0.2849
H -0.62640 3.50551 2.31853  0.3845

Forces on atoms 1 to 3 (eV/Å):
C 0.10 -0.78 1.05
C 0.44 -0.11 0.65
N -0.05 0.73 -1.68

C15H24BrO4P | ωB97M-V/def2-TZVPD

- LUMO energy: 0.028 Ha
- Kohn-Sham gap: 9.727 eV
- Energy: -3802.387668 Eh
- Molecular weight: 379.23 u
- Strongest force on any atom: 1.11 eV/A

Each line ends with the Mulliken charge.
Element x y z (Å)
C 3.37987 -3.86766 -0.25646  -1.3799
C 3.18314 -2.39753 -0.60810  -0.3914
C 1.71443 -1.97683 -0.64453  0.0948
C 1.06122 -2.01480 0.73024  -0.5769
O -0.26597 -1.50446 0.74102  -0.4652
P -0.77720 -0.15038 0.06592  0.8404
O -0.72335 -0.04862 -1.39457  -0.7648
O -2.26188 -0.21070 0.67618  -0.4190
C -3.35779 0.08757 -0.18187  -0.6467
C -3.59388 1.59092 -0.26316  -0.0808
C -4.75901 1.96036 -1.18077  -0.6069
C -6.11440 1.52441 -0.63622  -1.1804
C -0.02220 1.24920 1.04667  0.3465
O -0.27415 1.04770 2.40612  -0.5671
C 1.44287 1.31297 0.74247  -0.1283
C 2.39135 1.03159 1.71735  -0.4986
C 3.73943 1.03715 1.40776  -0.4301
C 4.13118 1.32475 0.11221  -0.0288
Br 5.98304 1.29810 -0.33116  -0.1795
C 3.20223 1.62709 -0.86939  -0.5418
C 1.85779 1.62519 -0.54817  -0.4723
H 3.05317 -4.07500 0.75907  0.3200
H 2.81545 -4.49959 -0.93795  0.3193
H 4.43130 -4.13327 -0.33479  0.4077
H 3.71710 -1.77506 0.11350  0.1391
H 3.61686 -2.20774 -1.59154  0.4100
H 1.64105 -0.95624 -1.02450  0.0370
H 1.15331 -2.62076 -1.32387  0.3978
H 0.95539 -3.04396 1.08539  0.3613
H 1.66899 -1.45375 1.44830  0.2246
H -4.21461 -0.43208 0.25148  0.3244
H -3.15213 -0.30712 -1.18099  0.3652
H -3.77276 1.98231 0.74131  0.3167
H -2.67553 2.04277 -0.64834  0.1524
H -4.76251 3.04470 -1.30872  0.3434
H -4.59616 1.51090 -2.16192  0.3297
H -6.91080 1.89321 -1.27797  0.3733
H -6.26979 1.92257 0.36396  0.2902
H -6.19009 0.44142 -0.59321  0.3098
H -0.50480 2.17617 0.69044  0.5122
H -1.12945 0.60705 2.49116  0.3976
H 2.06325 0.81362 2.72183  0.4700
H 4.47691 0.81636 2.16424  0.4479
H 3.52581 1.85722 -1.87257  0.4508
H 1.12329 1.85024 -1.30586  0.3761

Forces on atoms 1 to 3 (eV/Å):
C 0.07 0.25 -0.04
C -0.22 -0.11 0.02
C 0.03 0.11 0.17

C2H3ClF2O | ωB97M-V/def2-TZVPD

- LUMO energy: 0.025 Ha
- Kohn-Sham gap: 11.979 eV
- Energy: -813.152289 Eh
- Molecular weight: 116.49 u
- Strongest force on any atom: 2.56 eV/A

Each line ends with the Mulliken charge.
Element x y z (Å)
O 1.61824 -0.12929 0.08815  -0.5217
C 0.39746 -0.18468 -0.53793  -0.5624
C -0.73888 0.33504 0.30897  0.7818
F -0.57930 0.03874 1.58362  -0.2217
F -0.86216 1.70154 0.00994  -0.2404
Cl -2.35808 -0.30127 -0.02830  -0.1745
H 1.82349 -0.66711 0.87580  0.3208
H 0.54752 0.37466 -1.46611  0.2862
H 0.15171 -1.16762 -0.83414  0.3319

Forces on atoms 1 to 3 (eV/Å):
O 1.91 0.56 0.91
C 0.21 -0.42 -0.31
C -1.35 1.42 -1.65

C24H64IN2O15PS | ωB97M-V/def2-TZVPD

- LUMO energy: -0.008 Ha
- Kohn-Sham gap: 8.209 eV
- Energy: -3227.620931 Eh
- Molecular weight: 810.72 u
- Strongest force on any atom: 9.24 eV/A

Each line ends with the Mulliken charge.
Element x y z (Å)
C -0.44376 -0.73591 5.61536  -0.6586
N -1.46558 -1.75598 5.07197  -0.3408
C -2.07635 -1.04674 3.87566  -1.2215
C -3.28214 -1.89660 3.13512  0.0909
P -4.35234 -2.61127 4.59835  0.1930
N -4.84740 -1.48786 5.64455  -0.6106
O -2.78454 -3.13339 2.44439  -0.4262
S -1.67434 -2.75495 1.21495  1.4477
O -1.67079 -3.98936 0.23540  -0.6821
O -0.23820 -2.76841 1.86876  -0.6900
C -1.94956 -1.11135 0.36461  -0.6857
C -2.09090 -1.17677 -1.26553  -0.4870
C -0.85263 -1.89042 -2.05741  -0.5431
C 0.64268 -1.58140 -1.47066  -0.3638
C 1.39035 -0.27500 -2.19721  -0.3803
C 2.50989 -0.83598 -3.29461  -0.5236
C 3.80851 -1.55985 -2.60107  -0.5505
C 4.83217 -0.54551 -1.81818  -0.5118
C 6.13384 -0.27820 -2.82457  -0.2736
C 6.64761 1.24995 -2.49959  -0.2456
C 8.23699 1.38534 -2.95292  -0.4655
C 9.02636 2.64168 -2.25470  -0.5871
C 8.24145 4.08017 -2.32451  0.0777
O 8.50894 4.80665 -1.04881  -0.4075
C 7.56231 4.32765 -0.02443  -0.4089
C -3.23353 -0.24557 0.92264  -0.1605
C -2.65579 1.20501 1.41200  -0.3714
C -2.30342 2.05172 0.01480  -0.1128
C -2.20200 3.67129 0.24737  -1.0554
I -0.04420 4.10651 0.60278  -0.0023
C -4.15249 -1.04295 2.04234  0.1927
O -4.91770 -2.06535 1.25107  -0.3865
C -5.31765 -0.06606 2.69842  -0.5666
C -6.84653 -0.70173 2.58857  0.2139
O -7.26481 -1.82633 3.16805  -0.4818
O -7.88811 0.05942 1.82127  -0.5054
H 0.62119 -1.11579 5.31410  0.2825
H -0.62296 0.33514 5.12801  0.2255
H -0.60724 -0.59190 6.76914  0.2883
H -0.99600 -2.65003 4.80803  0.3269
H -1.24091 -0.65889 3.15434  0.6380
H -2.60322 -0.06984 4.31563  0.4552
H -3.45451 -3.52519 5.30657  0.1210
H -5.38766 -3.42113 4.01471  0.1182
H -5.88920 -1.53520 5.67451  0.0005
H -0.97126 -0.46223 0.58339  0.4485
H -2.26611 -0.11212 -1.76871  0.1930
H -3.08608 -1.78732 -1.49581  0.1324
H -0.97208 -3.06118 -2.15044  0.2974
H -0.87445 -1.46584 -3.17300  0.2434
H 0.72439 -1.50504 -0.30636  0.2384
H 1.32084 -2.51396 -1.78074  0.2426
H 0.57850 0.41484 -2.68180  0.3256
H 2.00725 0.34522 -1.38754  0.1228
H 2.88914 0.01020 -4.03264  0.2689
H 1.95371 -1.68224 -3.92171  0.1748
H 4.46114 -2.10629 -3.43821  0.3385
H 3.51222 -2.43181 -1.84326  0.3079
H 4.33101 0.46877 -1.51912  0.2579
H 5.28894 -1.09384 -0.87036  0.1939
H 6.98783 -1.06897 -2.69969  0.2079
H 5.78055 -0.32960 -3.95190  0.1379
H 6.47030 1.43731 -1.35606  0.1440
H 6.00069 2.02060 -3.11811  0.1515
H 8.76163 0.40157 -2.59174  0.2604
H 8.29648 1.38936 -4.14479  0.1959
H 9.31896 2.42445 -1.12272  0.2710
H 10.05591 2.78718 -2.81938  0.2770
H 8.63571 4.72162 -3.22187  0.3044
H 7.07803 4.00861 -2.43203  -0.1327
H 7.80077 4.80553 1.03240  0.2676
H 6.48314 4.71362 -0.31632  0.0975
H 7.57327 3.16169 0.09688  0.1648
H -3.94154 -0.02415 -0.01287  0.5422
H -1.62041 1.14858 1.99408  0.1127
H -3.37504 1.83511 2.08536  0.5402
H -3.11392 1.83024 -0.80883  0.2761
H -1.26909 1.67599 -0.44206  -0.0498
H -2.52255 4.24705 -0.74786  0.3854
H -2.88196 3.96845 1.15244  0.4580
H -5.33055 -1.64151 0.44285  0.5311
H -5.35409 0.89790 1.99360  0.3881
H -5.05161 0.34408 3.76481  0.4370
H -8.21721 0.73092 2.51832  0.3775
O 7.64472 -0.92216 -5.41184  -0.5799
H 8.36338 -1.56477 -5.31413  0.2930
H 7.07107 -1.31364 -6.08761  0.2924
O -0.13214 -2.10307 -5.01708  -0.5430
H -0.61445 -1.75113 -5.78029  0.2321
H -0.02562 -3.04430 -5.22137  0.2497
O -6.19486 -4.34418 -0.55188  -0.6603
H -5.68999 -3.69761 -0.03610  0.3522
H -6.72882 -3.80044 -1.15039  0.2953
O -5.01666 4.34962 1.50915  -0.5948
H -5.15859 4.64237 0.59640  0.3095
H -5.69463 4.82268 2.01468  0.2777
O 4.90240 4.73171 -2.34244  -0.5645
H 4.76047 5.02447 -3.25520  0.2821
H 4.22444 5.20478 -1.83691  0.2643
O -7.36047 -2.45320 7.09412  -0.6165
H -8.08727 -2.83938 7.60558  0.2982
H -7.53676 -2.73844 6.18497  0.3104
O -1.60205 -2.16744 -7.79120  -0.5977
H -2.08436 -1.81551 -8.55441  0.2958
H -1.49553 -3.10867 -7.99549  0.3056
O -7.25367 0.83356 6.21632  -0.6345
H -7.92237 0.14592 6.07858  0.3161
H -6.63654 0.43638 6.84908  0.3192

Forces on atoms 1 to 3 (eV/Å):
C 0.10 0.11 0.08
N 0.25 1.69 -1.14
C -0.82 0.79 0.01

H17O12S | ωB97M-V/def2-TZVPD

- Net charge: -1
- LUMO energy: 0.063 Ha
- Kohn-Sham gap: 4.798 eV
- Energy: -1311.210073 Eh
- Molecular weight: 241.19 u
- Strongest force on any atom: 9.87 eV/A

Each line ends with the Mulliken charge.
Element x y z (Å)
O 33.32300 17.52500 49.74200  -0.3834
H 32.72900 16.73400 49.52100  0.4172
H 34.29700 17.38300 50.16300  0.4767
H 33.35100 18.30200 48.99900  0.5025
S 31.24000 15.40900 47.30200  1.0731
O 30.22000 16.46800 47.49800  -0.8422
O 32.34700 15.77000 48.07700  -0.7036
O 30.62100 14.16400 47.69000  -0.7795
O 31.64800 15.27300 45.91200  -0.7897
O 35.45900 16.13700 50.57000  -0.6048
H 36.34000 16.01300 50.05200  0.2816
H 35.51800 16.17300 51.54100  0.2974
O 34.74400 16.67200 47.41900  -0.6502
H 34.70100 17.40600 46.74400  0.1976
H 33.85000 16.23300 47.33400  0.4951
O 31.28200 15.66900 51.36600  -0.6079
H 30.50600 16.23500 51.48900  0.2982
H 31.01800 15.00600 50.79000  0.3241
O 35.54200 19.18900 50.56600  -0.4902
H 36.21800 19.49100 50.06600  0.2518
H 35.09100 19.88700 50.82300  0.2381
O 33.61000 19.65100 47.91200  -0.7547
H 34.23900 19.38100 47.13900  0.3277
H 32.86000 19.64200 47.45300  0.3138
O 34.91100 21.71100 49.27500  -0.6833
H 34.73800 22.65700 49.08900  0.2815
H 34.27900 20.97600 48.85700  0.4449
O 33.66300 14.17800 49.66700  -0.6884
H 34.00900 14.75400 50.33300  0.3185
H 33.26500 14.89700 49.02400  0.4381

Forces on atoms 1 to 3 (eV/Å):
O 1.62 2.66 0.01
H 0.31 0.05 -0.88
H -2.15 -0.46 -1.46